Record 1
{"formula": "C11H19BNO7", "method": "wB97M-V/def2-TZVPD", "charge": -1, "e_above_lowest_kcal_mol": 0.0, "orbital_gap_ev": 7.8, "total_energy_ha": -1036.878229, "e_lumo_ev": 2.768, "species": ["C", "C", "O", "C", "C", "O", "C", "O", "B", "O", "C", "O", "C", "N", "H", "H", "H", "H", "H", "H", "H", "H", "H", "H", "H", "H", "H", "O", "C", "O", "C", "C", "C", "H", "H", "H", "H", "H", "H"], "coordinates": [[-0.6327, -0.8502, -1.8283], [0.6000, -1.7269, -2.0749], [1.7587, -0.9252, -1.9313], [2.9509, -1.6562, -1.7416], [3.4950, -1.5147, -0.3250], [2.5981, -1.9144, 0.6866], [1.6523, -0.9464, 1.0810], [2.1651, 0.2987, 1.3174], [1.3476, 0.8404, 2.4461], [1.3118, -0.3748, 3.3541], [0.9566, -1.3162, 2.4524], [1.2063, -2.6685, 2.9660], [0.6486, -3.5707, 2.2522], [0.1838, -4.3679, 1.5554], [-0.2870, 0.1169, -1.4810], [-1.2444, -0.7484, -2.7155], [-1.2451, -1.3382, -1.0710], [0.6048, -2.5483, -1.3522], [0.5688, -2.1835, -3.0732], [2.8034, -2.7168, -1.9605], [3.7029, -1.2418, -2.4219], [3.8969, -0.5155, -0.1536], [4.3480, -2.1986, -0.2599], [0.8162, -0.9068, 0.3721], [1.7856, 1.8643, 2.9266], [0.1738, 1.0634, 2.0558], [-0.1255, -1.1946, 2.2746], [-2.5937, 1.0742, -2.2359], [-2.6943, 1.8471, -1.3298], [-1.6118, 2.4156, -0.7584], [-1.9895, 3.1966, 0.3824], [-3.4615, 3.5361, 0.1556], [-3.9516, 2.3075, -0.6111], [-1.8266, 2.5949, 1.2784], [-1.3506, 4.0745, 0.4326], [-4.0017, 3.7324, 1.0799], [-3.5446, 4.4211, -0.4781], [-4.2752, 1.5103, 0.0595], [-4.7392, 2.5306, -1.3255]], "lowdin_charge": [-0.0749, -0.2719, -0.1484, -0.1958, -0.1780, -0.0443, -0.3491, -0.0111, -0.5316, -0.0043, -0.3137, 0.0873, -0.3890, 0.1357, 0.0739, 0.0543, 0.0786, 0.1090, 0.1107, 0.1195, 0.1181, 0.1230, 0.1212, 0.1292, 0.0546, 0.0700, 0.1465, 0.1019, -0.4810, 0.0303, -0.1506, -0.1573, -0.0751, 0.1175, 0.1252, 0.1102, 0.1115, 0.1300, 0.1180]}

Record 2
{"formula": "C11H19BaO9", "method": "wB97M-V/def2-TZVPD", "charge": -3, "e_above_lowest_kcal_mol": 177.3, "orbital_gap_ev": 3.7, "total_energy_ha": -1133.042091, "e_lumo_ev": 3.467, "species": ["Ba", "C", "C", "C", "O", "H", "H", "H", "H", "H", "H", "H", "C", "C", "O", "O", "H", "H", "H", "C", "C", "O", "O", "H", "H", "H", "C", "C", "O", "O", "H", "H", "H", "C", "C", "O", "O", "H", "H", "H"], "coordinates": [[0.0567, -0.1154, 0.6739], [-0.8719, 2.3397, -5.2579], [-1.5243, 3.4329, -4.3351], [-2.5017, 4.2319, -5.1908], [-2.0096, 2.9466, -3.1118], [-1.3843, 1.3836, -5.1510], [0.0931, 2.1110, -4.8055], [-0.7407, 2.5598, -6.3174], [-0.7484, 4.1491, -4.0649], [-3.0045, 3.6863, -5.9893], [-2.0677, 5.1285, -5.6335], [-3.3154, 4.6803, -4.6207], [-5.2737, 0.6426, 5.5203], [-4.2895, 0.6473, 4.3365], [-3.1750, 1.2381, 4.5069], [-4.5049, 0.1363, 3.2192], [-6.2760, 0.5244, 5.1087], [-5.2401, 1.5127, 6.1760], [-5.1839, -0.2441, 6.1478], [5.5302, 4.4166, -1.1097], [4.5548, 3.3632, -0.4319], [4.3177, 2.3250, -1.0576], [3.9607, 3.6844, 0.6545], [5.4459, 5.4227, -0.6991], [5.1203, 4.5734, -2.1075], [6.5368, 4.0137, -1.2220], [-1.0396, -5.8894, -0.3753], [-1.4093, -5.1379, -1.6421], [-0.8811, -3.9973, -1.7580], [-2.3054, -5.6003, -2.4161], [-1.4417, -5.3494, 0.4820], [0.0338, -5.7840, -0.2181], [-1.2492, -6.9590, -0.3647], [3.7842, -4.8396, 4.7775], [3.1581, -3.6662, 4.0584], [2.7822, -2.6349, 4.6671], [3.2536, -3.5887, 2.8101], [3.9784, -4.5342, 5.8057], [4.7186, -5.1221, 4.2926], [3.1126, -5.6875, 4.6427]], "lowdin_charge": [1.8107, -0.1090, -0.6748, -0.1302, -0.3900, 0.0531, 0.0452, 0.0412, 0.0845, 0.0469, 0.0441, 0.0494, -0.0577, -0.7948, -0.1548, -0.1124, 0.0483, 0.0525, 0.0521, -0.0566, -0.7857, -0.1050, -0.1528, 0.0415, 0.0441, 0.0449, -0.0680, -0.7956, -0.1432, -0.1246, 0.0588, 0.0555, 0.0523, -0.0592, -0.8248, -0.1257, -0.1304, 0.0555, 0.0562, 0.0584]}

Record 3
{"formula": "C11H19Cl3NOS3Tl", "method": "wB97M-V/def2-TZVPD", "e_above_lowest_kcal_mol": 0.0, "orbital_gap_ev": 7.9, "total_energy_ha": -3308.095948, "e_lumo_ev": 0.107, "species": ["Tl", "C", "C", "S", "C", "C", "S", "C", "C", "S", "H", "H", "H", "H", "H", "H", "H", "H", "H", "H", "H", "H", "Cl", "C", "Cl", "Cl", "C", "N", "C", "C", "C", "O", "H", "H", "H", "H", "H", "H", "H"], "coordinates": [[0.6995, -0.4019, -1.9872], [3.2175, 0.6727, 2.4143], [1.7650, 0.3418, 2.6975], [0.7939, -0.2076, 1.2259], [-0.4303, 1.1201, 1.0435], [0.1059, 2.4940, 0.6948], [0.6618, 2.6269, -1.0462], [2.4650, 2.9364, -0.8895], [3.2652, 1.8845, -0.1431], [3.4684, 2.3019, 1.6349], [3.6799, -0.0820, 1.7823], [3.7647, 0.7321, 3.3554], [1.2454, 1.1955, 3.1243], [1.7152, -0.4953, 3.3949], [-1.0107, 1.1637, 1.9662], [-1.0459, 0.7403, 0.2203], [0.9405, 2.8049, 1.3178], [-0.7039, 3.2174, 0.8005], [2.6047, 3.9152, -0.4321], [2.7856, 2.9863, -1.9289], [4.2689, 1.8180, -0.5626], [2.7932, 0.9044, -0.1970], [0.4220, -5.9634, -2.0101], [-0.4101, -5.2126, -0.6150], [0.1550, -5.9740, 0.8991], [-2.1726, -5.3917, -0.7734], [-0.0417, -3.8214, -0.6025], [0.3049, -2.7317, -0.6278], [-3.4551, 0.7118, -0.6243], [-2.7739, -0.0998, -1.7478], [-3.3409, -1.5335, -1.7464], [-1.4056, -0.1080, -1.6375], [-4.5184, 0.8177, -0.8224], [-3.0134, 1.7037, -0.5645], [-3.3226, 0.2058, 0.3297], [-3.0734, 0.3718, -2.7092], [-3.1649, -1.9904, -0.7751], [-2.8318, -2.1265, -2.5027], [-4.4067, -1.5261, -1.9561]], "lowdin_charge": [0.7245, -0.5387, -0.4983, 0.7952, -0.5447, -0.4990, 0.7884, -0.5310, -0.5332, 0.8607, 0.0757, 0.0680, 0.0735, 0.0668, 0.0857, 0.0065, 0.0260, 0.0740, 0.0660, 0.0701, 0.0714, -0.0052, 0.6139, -1.5708, 0.6121, 0.6240, -0.3721, 0.1314, -0.0687, -0.5918, -0.0741, -0.5462, 0.0716, 0.0687, 0.0723, 0.1291, 0.0641, 0.0654, 0.0689]}

Record 4
{"formula": "C11H19Cl3O4STc", "method": "wB97M-V/def2-TZVPD", "charge": -2, "e_above_lowest_kcal_mol": 49.3, "orbital_gap_ev": [4.0, 4.4], "total_energy_ha": -2591.058725, "multiplicity": 4, "e_lumo_ev": [4.594, 5.015], "s2": 4.004, "species": ["C", "C", "C", "C", "C", "C", "C", "C", "C", "C", "Tc", "Cl", "Cl", "Cl", "H", "H", "H", "H", "H", "H", "H", "H", "H", "H", "H", "H", "H", "H", "H", "O", "H", "C", "S", "O", "O", "O", "H", "H", "H"], "coordinates": [[1.2735, -0.8815, 0.3441], [1.7304, 0.1995, 1.2418], [1.4000, 1.4367, 0.6359], [2.5583, 0.0017, 2.4318], [0.8592, 1.1999, -0.6725], [0.8549, -0.2053, -0.9010], [0.8116, -0.7850, -2.2459], [1.9538, -2.1895, 0.3753], [1.5933, 2.7525, 1.2859], [0.4961, 2.2325, -1.6559], [-0.8420, -0.5118, 1.2868], [-0.5155, -0.3195, 3.4544], [-0.9726, -3.0312, 1.6811], [-1.7454, 1.4986, 1.0532], [3.1088, -0.9480, 2.3891], [1.9406, -0.0200, 3.3478], [3.2631, 0.8286, 2.5617], [1.2927, 2.7099, 2.3369], [1.0138, 3.5324, 0.7778], [2.6511, 3.0412, 1.2560], [0.0681, 3.1250, -1.1698], [-0.2512, 1.8393, -2.3583], [1.3770, 2.5514, -2.2399], [-0.0845, -0.4168, -2.7589], [0.6989, -1.8653, -2.1751], [1.6955, -0.4830, -2.8444], [2.0461, -2.5761, 1.3947], [2.9677, -2.0708, -0.0551], [1.3676, -2.9062, -0.2127], [-1.1103, -3.1665, -1.7038], [-1.4909, -3.4514, -0.7830], [-4.3606, 0.4874, -0.5923], [-3.1300, -0.7517, -0.9739], [-2.5164, -1.2026, 0.4169], [-3.9090, -1.8541, -1.5310], [-2.1276, -0.0696, -1.7741], [-5.2914, 0.0333, -0.1909], [-4.6482, 0.9883, -1.5296], [-4.0263, 1.2475, 0.0968]], "lowdin_spin": [-0.0145, -0.1249, 0.0974, -0.0230, -0.0792, 0.0580, 0.0106, -0.0022, 0.0232, -0.0154, 2.6934, 0.1375, 0.0348, 0.1132, -0.0019, -0.0069, -0.0029, 0.0041, 0.0007, 0.0078, -0.0014, -0.0012, -0.0063, 0.0018, -0.0001, 0.0039, -0.0002, -0.0018, -0.0002, -0.0002, 0.0000, 0.0043, 0.0125, 0.0696, 0.0025, 0.0058, 0.0001, 0.0007, 0.0008]}

Record 5
{"formula": "C11H19ClINOPTi", "method": "wB97M-V/def2-TZVPD", "charge": 3, "e_above_lowest_kcal_mol": 0.0, "orbital_gap_ev": [4.5, 4.5], "total_energy_ha": -2508.165197, "e_lumo_ev": [-13.771, -13.783], "species": ["C", "I", "H", "H", "H", "Ti", "P", "C", "C", "H", "H", "H", "C", "H", "H", "H", "H", "H", "H", "C", "O", "Cl", "N", "C", "C", "C", "C", "C", "C", "H", "H", "H", "H", "H", "H", "H"], "coordinates": [[-4.8448, 0.1543, 0.3011], [-3.1943, -0.5758, -1.0071], [-4.3845, 0.9093, 0.9352], [-5.1970, -0.7192, 0.8554], [-5.6271, 0.5580, -0.3529], [-0.7844, -0.0674, 0.0099], [-0.4243, 1.4845, -1.6709], [-0.5850, 0.7662, -3.3213], [-1.5476, 2.9382, -1.6742], [1.4720, 2.7411, -0.8056], [1.1349, 3.0963, -2.5331], [1.9605, 1.5646, -2.0866], [1.2042, 2.2999, -1.7767], [-1.4463, 3.4791, -0.7169], [-1.2273, 3.5957, -2.5033], [-0.5251, 1.5672, -4.0663], [-1.5275, 0.2266, -3.4362], [-2.5989, 2.6357, -1.8158], [0.2425, 0.0698, -3.4834], [-0.5175, -1.9456, -1.0187], [-0.2811, -2.8708, -1.7007], [-0.8080, 1.3947, 1.7152], [1.4046, -0.3560, 0.3399], [1.8367, -1.1868, 1.4353], [1.7474, -2.5704, 1.3673], [2.0812, -3.3351, 2.4986], [2.5270, -2.7183, 3.6704], [2.6149, -1.3213, 3.7175], [2.2834, -0.5507, 2.5947], [1.6293, -0.7545, -0.5770], [1.8436, 0.5699, 0.3946], [1.3853, -3.0544, 0.4566], [2.0436, -4.4262, 2.4435], [2.7858, -3.3170, 4.5524], [2.9906, -0.8232, 4.6172], [2.3329, 0.5416, 2.6418]], "lowdin_charge": [-0.2500, 1.2161, 0.0258, 0.0483, 0.0554, 0.2852, 0.6714, -0.2158, -0.1955, 0.0751, 0.0946, 0.0736, -0.1947, 0.0722, 0.0931, 0.0982, 0.0326, 0.0595, 0.0729, -0.1162, 0.2288, 0.2891, -0.0139, -0.3121, -0.0209, -0.0146, -0.0027, -0.0060, -0.0144, 0.1102, 0.1110, 0.1018, 0.1354, 0.1420, 0.1385, 0.1264]}

Record 6
{"formula": "C11H19ClP", "method": "wB97M-V/def2-TZVPD", "charge": 1, "orbital_gap_ev": 7.2, "total_energy_ha": -1231.727482, "e_lumo_ev": -4.952, "species": ["C", "C", "C", "C", "C", "P", "Cl", "H", "H", "H", "H", "H", "H", "H", "H", "H", "H", "H", "H", "H", "C", "C", "C", "C", "C", "C", "H", "H", "H", "H", "H", "H"], "coordinates": [[-1.9109, -0.6105, -1.0581], [-1.3560, -1.9248, -1.9294], [-1.0807, -3.2138, -0.9540], [-0.1215, -1.5379, -2.9367], [1.3771, -1.6745, -2.2864], [1.6775, -0.6359, -0.7123], [3.3801, -1.5292, 0.2739], [-2.0131, -0.8425, 0.0938], [-2.9685, -0.3056, -1.4891], [-1.1946, 0.2990, -1.2861], [-2.2775, -2.2242, -2.6260], [-1.9361, -3.1912, -0.1217], [-1.2357, -4.2436, -1.5362], [-0.0576, -3.1992, -0.3858], [-0.3282, -0.4753, -3.3929], [-0.1699, -2.3022, -3.8450], [2.1396, -1.2700, -3.1096], [1.6514, -2.8254, -2.1421], [2.1075, 0.7164, -1.0735], [0.5740, -0.5879, 0.2122], [1.3935, 1.7633, 2.3774], [0.4078, 1.4943, 3.3265], [-0.6714, 2.3645, 3.4782], [-0.7699, 3.4996, 2.6731], [0.2139, 3.7666, 1.7214], [1.2979, 2.9013, 1.5761], [2.2362, 1.0866, 2.2618], [0.4811, 0.6060, 3.9491], [-1.4358, 2.1581, 4.2224], [-1.6134, 4.1753, 2.7878], [0.1361, 4.6504, 1.0929], [2.0670, 3.1125, 0.8384]], "lowdin_charge": [-0.1150, -0.3913, -0.1158, -0.2246, -0.3743, 0.7294, 0.2512, 0.0874, 0.0986, 0.0636, 0.1456, 0.0998, 0.1059, 0.0630, 0.1258, 0.1409, 0.1242, 0.1247, 0.0377, 0.0115, -0.1327, -0.0966, -0.0819, -0.0790, -0.0881, -0.1150, 0.0830, 0.1039, 0.1079, 0.1088, 0.1065, 0.0950]}

What did the fifth record say?
{"formula": "C11H19ClINOPTi", "method": "wB97M-V/def2-TZVPD", "charge": 3, "e_above_lowest_kcal_mol": 0.0, "orbital_gap_ev": [4.5, 4.5], "total_energy_ha": -2508.165197, "e_lumo_ev": [-13.771, -13.783], "species": ["C", "I", "H", "H", "H", "Ti", "P", "C", "C", "H", "H", "H", "C", "H", "H", "H", "H", "H", "H", "C", "O", "Cl", "N", "C", "C", "C", "C", "C", "C", "H", "H", "H", "H", "H", "H", "H"], "coordinates": [[-4.8448, 0.1543, 0.3011], [-3.1943, -0.5758, -1.0071], [-4.3845, 0.9093, 0.9352], [-5.1970, -0.7192, 0.8554], [-5.6271, 0.5580, -0.3529], [-0.7844, -0.0674, 0.0099], [-0.4243, 1.4845, -1.6709], [-0.5850, 0.7662, -3.3213], [-1.5476, 2.9382, -1.6742], [1.4720, 2.7411, -0.8056], [1.1349, 3.0963, -2.5331], [1.9605, 1.5646, -2.0866], [1.2042, 2.2999, -1.7767], [-1.4463, 3.4791, -0.7169], [-1.2273, 3.5957, -2.5033], [-0.5251, 1.5672, -4.0663], [-1.5275, 0.2266, -3.4362], [-2.5989, 2.6357, -1.8158], [0.2425, 0.0698, -3.4834], [-0.5175, -1.9456, -1.0187], [-0.2811, -2.8708, -1.7007], [-0.8080, 1.3947, 1.7152], [1.4046, -0.3560, 0.3399], [1.8367, -1.1868, 1.4353], [1.7474, -2.5704, 1.3673], [2.0812, -3.3351, 2.4986], [2.5270, -2.7183, 3.6704], [2.6149, -1.3213, 3.7175], [2.2834, -0.5507, 2.5947], [1.6293, -0.7545, -0.5770], [1.8436, 0.5699, 0.3946], [1.3853, -3.0544, 0.4566], [2.0436, -4.4262, 2.4435], [2.7858, -3.3170, 4.5524], [2.9906, -0.8232, 4.6172], [2.3329, 0.5416, 2.6418]], "lowdin_charge": [-0.2500, 1.2161, 0.0258, 0.0483, 0.0554, 0.2852, 0.6714, -0.2158, -0.1955, 0.0751, 0.0946, 0.0736, -0.1947, 0.0722, 0.0931, 0.0982, 0.0326, 0.0595, 0.0729, -0.1162, 0.2288, 0.2891, -0.0139, -0.3121, -0.0209, -0.0146, -0.0027, -0.0060, -0.0144, 0.1102, 0.1110, 0.1018, 0.1354, 0.1420, 0.1385, 0.1264]}